(1)
4 unconnected molecules or ions with the total composition C21H30N4O13S at a distorted geometry, computed with the ωB97M-V functional and the def2-TZVPD basis.

Values from the calculation:
LUMO energy, eV: -1.335
SMILES string: NC[C@H](O)CC1=CC(=O)c2c(CCCS(=O)(=O)O)ccc(CC=O)c2C1=O.C[N+](=O)[O-].C[N+](=O)[O-].C[N+](=O)[O-]
HOMO, eV: -9.36
Electronic energy, a.u.: -2413.2114
HOMO-LUMO gap, eV: 8.03
Multiplicity: 1

Positions of all 69 atoms, in Å:
N (-1.2797, 4.4129, -0.4301)
C (0.0115, 4.1814, -1.0781)
C (0.8125, 3.0189, -0.4061)
O (1.6669, 3.4649, 0.6423)
C (1.5801, 2.1376, -1.4433)
C (0.7596, 0.8576, -1.6396)
C (-0.4148, 0.9231, -2.2620)
C (-1.2097, -0.3482, -2.3932)
O (-1.9247, -0.5723, -3.3481)
C (-1.0661, -1.2974, -1.2094)
C (-2.1387, -2.0521, -0.7738)
C (-3.5165, -2.0216, -1.3919)
C (-4.3048, -0.7959, -0.8220)
C (-5.3084, -1.3173, 0.2348)
S (-6.2522, -0.0369, 1.0589)
O (-6.6064, -0.4920, 2.3628)
O (-7.3972, 0.3583, 0.2984)
O (-5.2770, 1.2313, 1.2873)
C (-1.9193, -2.8588, 0.3329)
C (-0.7169, -2.9179, 0.9784)
C (0.3694, -2.1659, 0.5496)
C (1.6744, -2.2226, 1.3041)
C (1.6970, -1.2133, 2.4660)
O (2.7196, -1.0429, 3.0912)
C (0.1611, -1.3647, -0.5531)
C (1.2535, -0.4678, -1.1168)
O (2.4249, -0.7799, -1.1843)
H (-1.8391, 3.5691, -0.4616)
H (-1.1640, 4.6870, 0.5392)
H (0.6190, 5.0893, -1.0077)
H (-0.1757, 3.9104, -2.1226)
H (0.0426, 2.3841, 0.0649)
H (1.0888, 3.5848, 1.4076)
H (2.5377, 1.8246, -1.0143)
H (1.6721, 2.6753, -2.3873)
H (-0.7993, 1.8530, -2.6673)
H (-4.0635, -2.9524, -1.2033)
H (-3.4944, -1.9077, -2.4762)
H (-3.6207, -0.0570, -0.3901)
H (-4.8932, -0.2877, -1.5960)
H (-4.7543, -1.8640, 1.0040)
H (-6.0131, -1.9882, -0.2629)
H (-5.2233, 1.6639, 0.4177)
H (-2.7258, -3.4602, 0.7500)
H (-0.5785, -3.5370, 1.8619)
H (1.8720, -3.2216, 1.7311)
H (2.5389, -1.9751, 0.6845)
H (0.7650, -0.6341, 2.6656)
C (5.3364, -3.7482, 2.3169)
N (4.3517, -4.8607, 2.4125)
O (3.2035, -4.5674, 2.6836)
O (4.7630, -5.9800, 2.2135)
H (4.8226, -2.8134, 2.5193)
H (6.1111, -3.9345, 3.0549)
H (5.7438, -3.7596, 1.3099)
C (2.2441, 1.7698, 4.5434)
N (1.9186, 3.1846, 4.2222)
O (2.5928, 4.0471, 4.7310)
O (0.9866, 3.3782, 3.4612)
H (3.0865, 1.7553, 5.2247)
H (1.3641, 1.3286, 5.0033)
H (2.4915, 1.2705, 3.6122)
C (2.3601, 0.5396, -5.1956)
N (1.3426, 1.5747, -5.5276)
O (0.7955, 2.1392, -4.6009)
O (1.1315, 1.7800, -6.7002)
H (2.4410, 0.4654, -4.1158)
H (2.0221, -0.3989, -5.6255)
H (3.3018, 0.8552, -5.6353)

=====

(2)
A molecular structure, H41O20 at a distorted geometry, computed with the ωB97M-V functional and the def2-TZVPD basis.

Values from the calculation:
LUMO energy, eV: -2.182
HOMO, eV: -12.82
Electronic energy, a.u.: -1529.0902
HOMO-LUMO gap, eV: 10.64
Multiplicity: 1
Net charge: +1
ΔE to the lowest compared entry with this formula, charge and spin, eV: 3.1579

Positions of all 61 atoms, in Å:
O (-2.4438, -1.8175, -2.3865)
H (4.0406, -1.2003, 2.2928)
O (-0.7800, 4.9478, 0.9446)
H (-1.5931, 4.8964, 1.4719)
H (-0.5531, 5.7955, 1.1098)
O (-3.6411, -0.6387, 3.2930)
H (-3.6448, 0.0016, 3.9910)
H (-4.0518, -1.4940, 3.4383)
O (-3.5369, 2.0475, -2.9315)
H (-3.2286, 1.1703, -3.1750)
H (-0.9088, 3.2552, 3.5398)
O (0.7899, -3.4075, 3.8516)
H (2.6487, 0.6271, -1.9201)
H (-4.2729, 1.9939, -3.5483)
O (1.8121, 0.7763, -2.4201)
H (0.2853, -2.4488, 1.4567)
H (2.0686, 1.7136, -2.4812)
O (0.2729, -0.6055, -0.9737)
H (-1.9135, 2.1682, 2.8101)
H (-0.3472, -3.3794, 0.3998)
O (3.3151, 4.1583, 0.5621)
H (3.9906, 4.1975, 1.2500)
H (2.9314, 5.0366, 0.6501)
O (1.4655, -0.8050, -4.3390)
H (1.7219, 0.0460, -3.9468)
H (0.7596, -3.8091, 4.7407)
O (0.6149, 0.5798, 3.8687)
H (1.0973, 1.2388, 4.3866)
H (1.2148, 0.4102, 3.1329)
O (-1.6206, 0.1088, 1.0820)
H (-1.2419, -0.7803, 1.0109)
H (0.3956, -1.0521, -1.8180)
O (3.8690, -0.2923, -0.8871)
H (3.8685, -0.3634, 0.0648)
H (4.7396, -0.4961, -1.2374)
O (-0.5495, 1.5336, -4.0784)
H (-1.0863, 2.1205, -3.5305)
H (-0.3235, 2.2369, -4.7164)
O (3.4561, -1.9085, 2.5851)
H (0.5730, -2.8782, -3.8135)
H (4.0273, -2.4497, 3.1574)
O (-1.3366, 2.9282, 2.7398)
H (-2.4135, 0.1178, 1.6765)
H (-1.5362, -2.1585, -2.2801)
O (0.6920, -3.3872, -3.0036)
H (-0.8834, 0.3160, -1.3043)
H (0.2028, -4.2077, -2.9121)
O (-1.8884, 0.5400, -1.2238)
H (-1.9075, 0.3436, -0.1282)
H (-2.3513, -0.2245, -1.6381)
O (-0.2464, -2.4691, 0.6474)
H (-2.5377, -1.7412, -3.3545)
H (0.4997, 0.2563, -0.6027)
O (0.8752, 2.1516, 0.6331)
H (1.4997, 2.8615, 0.4461)
H (-0.0141, 2.4970, 0.7896)
O (-2.0496, -4.9214, 0.9868)
H (-1.8450, -5.7637, 1.4204)
H (-1.9558, -4.2807, 1.7137)
H (1.7599, -3.4491, 3.7572)
H (1.2156, -0.6431, -5.2506)

=====

(3)
A gas-phase ion, C37H41N2 (charge +1) at a distorted geometry, computed with the ωB97M-V functional and the def2-TZVPD basis.

Values from the calculation:
LUMO energy, eV: -2.190
SMILES string: Cc1ccc([C@H](c2c(C(C)(C)C)[nH]c3ccccc23)[N@H+]2CCC[C@H]2C(c2ccccc2)c2ccccc2)cc1
HOMO, eV: -10.56
Electronic energy, a.u.: -1543.7886
HOMO-LUMO gap, eV: 8.37
Multiplicity: 1
Net charge: +1
ΔE to the lowest compared entry with this formula, charge and spin, eV: 0.7074

Positions of all 80 atoms, in Å:
C (-6.6232, 0.9849, -0.3222)
C (-5.2849, 0.4600, 0.0591)
C (-4.4825, 1.1592, 0.9658)
C (-3.1592, 0.7641, 1.2000)
C (-2.6333, -0.3094, 0.4609)
C (-1.1582, -0.5737, 0.3145)
C (-0.2944, 0.3054, 1.2035)
C (0.4526, -0.0590, 2.3689)
C (0.6577, -1.3502, 3.1891)
C (-0.6370, -1.6720, 3.9457)
C (1.7598, -1.1624, 4.2416)
C (1.0728, -2.4802, 2.2570)
N (0.9615, 1.0830, 2.9440)
C (0.5260, 2.1994, 2.2401)
C (0.7117, 3.5240, 2.5841)
C (0.0467, 4.4894, 1.8183)
C (-0.8304, 4.0974, 0.7927)
C (-1.0354, 2.7386, 0.4943)
C (-0.2766, 1.7558, 1.1629)
N (-0.8868, -0.8330, -1.3242)
C (-1.8925, -0.4807, -2.4448)
C (-1.6421, 0.9972, -2.6674)
C (-0.1994, 1.2044, -2.2073)
C (0.3236, -0.2141, -1.9796)
C (1.6128, -0.5188, -1.2443)
C (2.6156, 0.6042, -1.4207)
C (3.3324, 1.0335, -0.3023)
C (4.3089, 2.0202, -0.4390)
C (4.5885, 2.5580, -1.7019)
C (3.8708, 2.1230, -2.8228)
C (2.8768, 1.1492, -2.6798)
C (2.1118, -1.8936, -1.7119)
C (1.5164, -3.0596, -1.2100)
C (1.9508, -4.3173, -1.6417)
C (2.9524, -4.4246, -2.6110)
C (3.5220, -3.2645, -3.1408)
C (3.1089, -2.0076, -2.6888)
C (-3.5162, -1.1568, -0.2041)
C (-4.8120, -0.7469, -0.4838)
H (-7.0049, 0.4361, -1.1853)
H (-7.3493, 0.9181, 0.4961)
H (-6.5339, 2.0414, -0.5919)
H (-4.8746, 2.0131, 1.5354)
H (-2.5577, 1.2492, 1.9650)
H (-0.9192, -1.6380, 0.6870)
H (-1.5021, -1.8090, 3.2837)
H (-0.5011, -2.5957, 4.5227)
H (-0.8738, -0.8793, 4.6691)
H (2.7129, -0.8445, 3.8022)
H (1.4674, -0.4688, 5.0407)
H (1.9298, -2.1306, 4.7295)
H (1.9136, -2.1532, 1.6308)
H (1.4009, -3.3514, 2.8406)
H (0.2454, -2.8049, 1.6160)
H (1.5108, 1.1159, 3.7820)
H (1.4027, 3.7511, 3.3899)
H (0.2246, 5.5465, 2.0184)
H (-1.3639, 4.8756, 0.2265)
H (-1.8349, 2.4709, -0.2147)
H (-0.8041, -1.8436, -1.2621)
H (-2.9321, -0.7412, -2.2574)
H (-1.5821, -1.0891, -3.3315)
H (-2.3392, 1.6163, -2.0898)
H (-1.8246, 1.2957, -3.7022)
H (-0.1775, 1.7436, -1.2573)
H (0.4051, 1.8262, -2.8629)
H (0.3767, -0.6907, -2.9925)
H (1.3621, -0.5700, -0.1810)
H (3.1235, 0.5818, 0.6711)
H (4.8554, 2.3580, 0.4438)
H (5.3624, 3.3186, -1.8174)
H (4.0723, 2.5293, -3.8152)
H (2.3277, 0.7921, -3.5571)
H (0.7380, -3.0012, -0.4435)
H (1.4961, -5.2111, -1.2166)
H (3.2867, -5.4040, -2.9542)
H (4.2948, -3.3222, -3.9082)
H (3.5795, -1.1151, -3.1027)
H (-3.1663, -2.1576, -0.5036)
H (-5.4635, -1.3850, -1.0974)

=====

(4)
2 unconnected molecules or ions with the total composition C5H2FNO4 at a distorted geometry, computed with the ωB97M-V functional and the def2-TZVPD basis.

Values from the calculation:
LUMO energy (alpha / beta), eV: 6.618 / 6.616
HOMO (alpha / beta), eV: -0.06 / -0.05
Electronic energy, a.u.: -647.2234
HOMO-LUMO gap (alpha / beta), eV: 6.67 / 6.67
Multiplicity: 1
Net charge: -2
ΔE to the lowest compared entry with this formula, charge and spin, eV: 2.5447

Positions of all 13 atoms, in Å:
C (-1.7562, 1.8242, -0.4027)
C (0.7141, -1.1914, -1.3651)
C (1.0404, -0.8853, 1.1679)
C (-0.5994, 1.7484, 0.3052)
C (0.0201, -0.9270, -0.0148)
N (-2.8152, 1.9082, -0.9360)
O (0.9562, -0.2855, -2.1351)
O (0.6235, -1.0294, 2.3424)
O (0.8864, -2.4313, -1.1925)
O (2.2301, -0.9648, 0.8154)
F (-1.1506, -1.6023, 0.2018)
H (-0.3018, 1.3928, 1.2461)
H (0.1524, 2.4434, -0.0326)

=====

(5)
A molecular structure, C16H44CuF6N16O12 at a distorted geometry, computed with the ωB97M-V functional and the def2-TZVPD basis.

Values from the calculation:
LUMO energy, eV: 1.178
HOMO, eV: -4.78
Electronic energy, a.u.: -4654.9406
HOMO-LUMO gap, eV: 5.96
Multiplicity: 1
Net charge: -1

Positions of all 95 atoms, in Å:
Cu (1.8483, 1.9483, 0.6029)
C (0.7929, -0.9914, 0.2728)
O (0.2504, 0.3258, 0.0100)
O (2.0427, -0.6905, 0.8219)
C (-0.1739, -2.1153, 0.9452)
F (-0.7461, -1.6194, 2.0708)
F (-1.1636, -2.4773, 0.0689)
F (0.5924, -3.1848, 1.2083)
C (-1.0478, 0.4200, -0.5842)
C (-1.3934, 1.9236, -0.5356)
H (-2.2354, 2.1789, -1.1756)
H (-1.7311, 2.1261, 0.4833)
H (-0.4825, 2.5070, -0.6666)
H (-1.7738, -0.0839, 0.0522)
H (-1.0068, 0.2055, -1.6536)
H (0.9487, -1.4277, -0.7198)
C (0.3265, 2.8389, -3.3546)
O (0.2858, 1.4427, -3.7612)
O (1.0852, 3.5591, -4.1885)
C (-1.1545, 3.3046, -3.2852)
F (-1.2559, 4.5068, -2.7218)
F (-1.7744, 3.4713, -4.4804)
F (-1.9755, 2.4326, -2.6731)
C (1.3318, 0.6033, -3.3987)
C (1.0063, -0.8445, -3.8192)
H (0.3910, -1.2320, -3.0060)
H (0.4052, -0.9451, -4.7220)
H (1.9625, -1.3371, -3.9850)
H (1.4058, 0.6030, -2.3041)
H (2.2981, 0.8923, -3.8189)
H (0.8117, 2.8389, -2.3645)
C (-2.8595, 5.3419, 0.4102)
O (-1.9030, 6.1326, 0.4708)
N (-3.7924, 5.2900, 1.3676)
N (-2.9438, 4.4671, -0.5790)
H (-4.6150, 4.7118, 1.3798)
H (-3.5604, 5.7834, 2.2140)
H (-3.7063, 3.8119, -0.6267)
H (-2.1479, 4.3731, -1.1973)
C (2.2512, -5.0984, -2.4764)
O (1.1498, -5.1341, -2.9581)
N (3.4014, -5.2034, -3.1500)
N (2.4249, -4.9086, -1.1423)
H (3.3219, -5.0211, -4.1374)
H (4.2801, -5.1141, -2.6639)
H (3.3107, -4.6374, -0.7414)
H (1.6231, -4.8671, -0.5369)
C (-4.9644, -1.1502, -1.6482)
O (-5.2542, -0.7459, -0.5100)
N (-5.5707, -0.7728, -2.7516)
N (-4.0027, -2.0338, -1.8684)
H (-5.1207, -1.1227, -3.5786)
H (-6.3110, -0.1133, -2.5764)
H (-3.6233, -2.1968, -2.7852)
H (-3.4850, -2.2963, -1.0445)
C (-0.5661, 2.3005, 2.9854)
O (0.5412, 2.4180, 2.4995)
N (-1.1259, 1.0587, 3.0910)
N (-1.3035, 3.2829, 3.4752)
H (-1.8852, 0.9351, 3.7387)
H (-0.4846, 0.3483, 2.7774)
H (-2.2872, 3.1046, 3.6025)
H (-1.1171, 4.2341, 3.1833)
C (0.7604, 5.1889, 1.0186)
O (0.1915, 5.6573, 2.0143)
N (0.0927, 4.9948, -0.0576)
N (2.0711, 4.9381, 1.0378)
H (-0.8348, 5.3834, -0.1459)
H (0.5862, 4.8882, -0.9327)
H (2.6529, 4.5862, 0.2948)
H (2.5262, 5.1982, 1.8980)
C (-2.4995, -5.2229, 4.6379)
O (-1.5255, -5.9147, 4.8897)
N (-3.7477, -5.4719, 5.0932)
N (-2.5540, -4.1762, 3.8306)
H (-4.5333, -4.9551, 4.7444)
H (-3.8097, -6.3099, 5.6489)
H (-3.4179, -3.8498, 3.4371)
H (-1.6872, -3.9006, 3.3949)
C (4.2798, -1.9655, 3.6684)
O (4.7406, -2.3575, 4.7256)
N (3.0388, -2.0274, 3.2471)
N (5.0166, -1.2346, 2.8571)
H (2.4968, -2.6584, 3.8183)
H (2.7460, -1.7119, 2.3284)
H (5.8981, -0.8373, 3.1338)
H (4.5524, -0.7821, 2.0869)
C (4.5082, -2.3360, -1.3164)
O (4.9732, -3.4466, -1.1179)
N (4.6127, -1.3350, -0.4046)
N (3.7178, -2.0022, -2.3541)
H (5.3154, -1.6175, 0.2634)
H (3.7285, -0.9925, -0.0375)
H (3.6329, -2.6698, -3.1030)
H (2.9255, -1.4175, -2.1404)

=====

- Which of these has the lowest electronic energy?
  C16H44CuF6N16O12

=====

- What is the formula in the third record?
  C37H41N2

=====

- What is the formula in the second record?
  H41O20